8
Properties=species:S:1:pos:R:3 method="wB97M-V/def2-TZVPD" gap_ev="6.14 / 6.14" lumo_energy_ev="-2.59 / -2.59" total_energy_ev=-61948.446
P -0.940 -0.306 -1.159
P 1.367 -0.044 0.557
S 4.022 0.899 0.062
S -0.275 -1.464 0.426
S 0.273 1.450 -0.527
S -2.828 0.336 -0.560
H 1.674 0.082 1.977
H -3.293 -0.953 -0.776

48
Properties=species:S:1:pos:R:3 method="wB97M-V/def2-TZVPD" gap_ev=6.74 lumo_energy_ev=-10.78 total_energy_ev=-107340.601 total_charge=+3
Zr -0.220 0.090 -0.222
C -1.572 -1.172 2.438
C -0.542 -2.187 2.000
O -0.252 -1.962 0.576
C -0.662 -2.964 -0.417
C -1.956 -2.502 -1.048
O -1.853 -1.041 -1.160
C -2.638 -0.423 -2.233
C -2.908 0.983 -1.771
O -1.660 1.457 -1.166
C -1.656 2.890 -0.851
C -0.310 3.172 -0.231
O -0.004 2.077 0.697
C -0.243 2.248 2.138
C -1.387 1.349 2.539
O -1.148 0.091 1.837
H -1.585 -1.080 3.523
H -2.576 -1.393 2.077
H -0.893 -3.208 2.132
H 0.406 -2.057 2.519
H -0.763 -3.928 0.077
H 0.153 -3.002 -1.138
H -2.840 -2.714 -0.447
H -2.070 -2.925 -2.046
H -3.564 -0.982 -2.360
H -2.043 -0.467 -3.146
H -3.684 1.032 -1.006
H -3.162 1.632 -2.608
H -2.490 3.075 -0.172
H -1.794 3.453 -1.774
H -0.292 4.115 0.313
H 0.490 3.156 -0.968
H -0.453 3.296 2.341
H 0.688 1.961 2.624
H -2.365 1.724 2.235
H -1.382 1.178 3.616
F 6.476 -0.821 0.598
C 5.351 -0.629 -0.040
C 4.169 -0.472 0.684
F 4.147 -0.513 2.003
C 3.025 -0.278 -0.046
F 1.807 -0.107 0.666
C 2.942 -0.222 -1.417
Se 1.277 0.102 -2.291
C 4.130 -0.379 -2.114
F 4.135 -0.339 -3.431
C 5.329 -0.583 -1.430
F 6.442 -0.732 -2.102

34
Properties=species:S:1:pos:R:3 method="wB97M-V/def2-TZVPD" gap_ev=6.67 lumo_energy_ev=1.41 total_energy_ev=-40795.750 total_charge=-1
C 4.561 0.863 -2.141
C 3.431 0.163 -1.418
C 3.096 0.539 -0.107
C 2.061 -0.102 0.593
C 1.386 -1.162 -0.011
S -0.029 -1.908 0.855
N 0.707 -2.511 2.144
C 0.196 -3.483 2.942
O -0.571 -4.391 2.649
O -0.870 -0.775 1.214
O -0.491 -2.904 -0.079
C 1.680 -1.540 -1.331
C 2.712 -0.887 -2.016
H 4.710 0.440 -3.137
H 4.367 1.936 -2.249
H 5.496 0.759 -1.582
H 3.650 1.349 0.373
H 1.758 0.243 1.575
H 1.081 -2.306 -1.819
H 2.972 -1.193 -3.032
O -2.888 -1.991 7.395
N -2.581 -3.150 7.753
O -3.186 -3.749 8.672
C -1.504 -3.828 7.075
C -1.122 -5.117 7.517
C -0.068 -5.784 6.880
C 0.578 -5.175 5.791
C 0.097 -3.950 5.275
O 0.747 -3.344 4.190
C -0.882 -3.231 5.973
H -1.687 -5.547 8.344
H 0.275 -6.754 7.260
H 1.468 -5.595 5.318
H -1.145 -2.215 5.687

171
Properties=species:S:1:pos:R:3 method="wB97M-V/def2-TZVPD" gap_ev=2.88 lumo_energy_ev=-8.73 total_energy_ev=-127439.686 total_charge=+1
Al -4.286 2.065 1.791
C -3.204 6.183 -1.581
C -3.848 5.664 -0.240
O -3.786 6.443 0.735
O -4.252 4.508 -0.107
H -2.137 6.071 -1.771
H -3.650 7.109 -1.943
H -3.543 5.449 -2.313
C -0.132 0.759 -0.733
C -1.548 0.871 -0.149
O -2.231 1.725 -0.675
O -1.951 0.134 0.799
H -0.048 1.605 -1.415
H 0.006 -0.182 -1.266
H 0.700 0.896 -0.043
O 4.835 5.230 1.074
C 5.462 4.964 0.063
O 6.536 5.769 -0.475
C 7.443 5.019 -1.270
C 6.403 4.196 -1.983
C 5.460 3.705 -0.845
H 8.139 4.417 -0.685
H 7.945 5.645 -2.007
H 6.652 3.244 -2.452
H 5.906 4.879 -2.672
H 6.035 2.946 -0.317
H 4.494 3.248 -1.063
O 6.174 -3.007 -4.801
C 5.032 -3.236 -4.509
O 4.133 -2.250 -4.582
C 2.863 -2.750 -4.443
C 2.883 -4.228 -4.266
C 4.429 -4.561 -3.950
H 2.252 -2.445 -5.293
H 2.365 -2.332 -3.568
H 2.653 -4.776 -5.179
H 2.117 -4.398 -3.508
H 4.812 -5.340 -4.610
H 4.642 -4.708 -2.892
O -5.411 1.522 -1.262
C -4.657 1.479 -2.240
O -4.191 0.277 -2.841
C -3.148 0.608 -3.847
C -3.540 1.985 -4.224
C -4.092 2.626 -2.982
H -3.079 -0.175 -4.602
H -2.143 0.508 -3.438
H -4.072 2.152 -5.161
H -2.604 2.538 -4.291
H -4.900 3.342 -3.133
H -3.435 3.207 -2.334
O -4.957 -0.947 0.987
C -4.707 -1.769 0.103
O -5.595 -1.907 -0.839
C -5.356 -2.983 -1.661
C -3.819 -3.301 -1.504
C -3.567 -2.704 -0.115
H -5.348 -2.562 -2.667
H -6.064 -3.811 -1.647
H -3.364 -2.815 -2.368
H -3.564 -4.360 -1.487
H -2.568 -2.299 0.049
H -3.534 -3.439 0.688
O 2.714 6.508 -3.105
C 1.889 5.552 -3.223
O 0.604 5.680 -2.758
C -0.124 4.447 -3.146
C 0.675 3.698 -4.139
C 2.041 4.212 -3.942
H -1.094 4.814 -3.480
H -0.246 3.918 -2.201
H 0.469 3.852 -5.198
H 0.527 2.628 -3.991
H 2.541 4.483 -4.872
H 2.692 3.582 -3.337
O 3.803 1.254 -2.357
C 4.451 0.269 -1.900
O 3.973 -0.970 -1.659
C 4.938 -1.908 -1.154
C 6.243 -1.168 -1.292
C 5.876 0.269 -1.463
H 4.964 -2.892 -1.621
H 4.657 -2.089 -0.116
H 6.725 -1.595 -2.172
H 6.890 -1.428 -0.454
H 6.650 0.885 -1.923
H 5.979 0.731 -0.481
O -0.155 -2.955 -7.308
C -0.538 -3.697 -6.449
O -0.036 -5.028 -6.246
C -0.772 -5.818 -5.290
C -1.990 -4.914 -5.110
C -1.586 -3.495 -5.431
H -0.277 -5.953 -4.328
H -1.026 -6.768 -5.760
H -2.297 -5.018 -4.070
H -2.722 -5.373 -5.775
H -1.468 -2.867 -4.548
H -2.260 -2.990 -6.123
O -0.302 -4.932 5.641
C -1.098 -5.011 4.746
O -1.578 -3.936 4.123
C -2.687 -4.298 3.326
C -2.498 -5.707 2.927
C -1.437 -6.236 3.922
H -2.747 -3.519 2.567
H -3.635 -4.209 3.856
H -2.066 -5.771 1.928
H -3.394 -6.328 2.945
H -0.521 -6.401 3.354
H -1.784 -7.095 4.498
O 4.218 -0.209 5.282
C 3.161 -0.162 4.661
O 3.143 0.477 3.570
C 1.941 0.352 2.879
C 1.253 -0.906 3.494
C 1.941 -1.048 4.846
H 1.954 0.253 1.793
H 1.420 1.276 3.131
H 1.285 -1.762 2.819
H 0.206 -0.604 3.473
H 2.209 -2.090 5.019
H 1.217 -0.632 5.546
O -2.742 1.987 4.524
C -2.129 2.914 5.128
O -0.758 2.889 5.108
C -0.329 4.081 5.787
C -1.437 4.935 6.242
C -2.714 4.119 5.895
H 0.422 4.630 5.218
H 0.293 3.671 6.583
H -1.418 6.006 6.038
H -1.444 5.002 7.330
H -3.674 4.577 5.656
H -3.050 3.651 6.820
O -1.856 3.611 1.897
C -0.628 3.949 1.903
O 0.342 3.117 1.618
C 1.568 3.762 1.330
C 1.118 5.247 1.189
C -0.091 5.394 2.162
H 1.950 3.468 0.352
H 2.218 3.627 2.194
H 0.727 5.551 0.218
H 1.863 5.979 1.499
H -0.884 6.074 1.849
H 0.019 5.541 3.237
O -0.240 -3.739 -2.041
C 0.452 -3.933 -1.016
O 0.931 -5.181 -0.798
C 1.780 -5.155 0.358
C 1.819 -3.643 0.807
C 0.810 -2.877 0.017
H 2.833 -5.365 0.171
H 1.360 -5.857 1.079
H 2.846 -3.292 0.707
H 1.462 -3.654 1.837
H 1.295 -2.049 -0.501
H -0.046 -2.520 0.589
O -4.159 -0.274 3.812
C -4.406 -1.149 4.641
O -5.623 -1.615 4.860
C -5.657 -2.187 6.155
C -4.228 -2.672 6.359
C -3.399 -1.674 5.647
H -6.328 -3.046 6.130
H -6.132 -1.435 6.786
H -4.108 -3.667 5.929
H -3.903 -2.741 7.397
H -2.698 -2.088 4.922
H -2.976 -1.023 6.411

20
Properties=species:S:1:pos:R:3 method="wB97M-V/def2-TZVPD" gap_ev=7.02 lumo_energy_ev=3.88 total_energy_ev=-19649.843 total_charge=-1
N 1.941 0.029 1.432
C 2.484 -0.575 0.314
N 2.032 -0.143 -0.923
N 3.429 -1.486 0.319
H 2.477 0.079 2.296
H 1.212 0.755 1.285
H 1.549 0.740 -0.922
H 2.603 -0.376 -1.746
H 3.704 -1.718 1.274
C -2.836 0.588 -1.178
C -1.736 -0.366 -0.600
C -1.276 0.188 0.785
S -0.488 1.796 0.636
H -3.820 0.404 -0.697
H -2.940 0.559 -2.248
H -2.507 1.628 -0.900
H -2.167 -1.351 -0.392
H -0.920 -0.434 -1.308
H -0.552 -0.530 1.221
H -2.190 0.216 1.353

71
Properties=species:S:1:pos:R:3 method="wB97M-V/def2-TZVPD" gap_ev="5.43 / 5.42" lumo_energy_ev="-4.76 / -4.77" total_energy_ev=-126986.190 total_charge=+1
Ce 0.107 -0.568 0.103
N -0.688 -2.403 -1.729
N -0.456 -3.632 -1.074
C -0.620 -3.683 0.313
O -0.648 -4.752 0.864
O -0.633 -2.493 0.907
H -1.664 -2.297 -2.000
H -0.133 -2.367 -2.578
H -0.798 -4.466 -1.533
C 2.062 -3.462 2.084
C 2.623 -3.109 0.744
N 2.121 -2.255 -0.119
C 2.891 -2.187 -1.268
C 3.987 -2.978 -1.258
S 4.056 -3.852 0.200
C 2.547 -1.228 -2.325
C 3.185 -1.096 -3.510
S 2.648 0.313 -4.305
C 1.572 0.651 -3.025
N 1.588 -0.256 -2.081
C 0.773 1.910 -2.999
H 1.361 -4.293 1.995
H 1.521 -2.621 2.507
H 2.864 -3.748 2.763
H 4.753 -3.069 -2.010
H 3.953 -1.724 -3.929
H 0.017 1.926 -3.780
H 1.436 2.765 -3.130
H 0.268 2.021 -2.041
Cl 4.345 2.055 5.571
C 3.677 1.611 4.046
C 4.355 1.922 2.898
C 3.833 1.585 1.639
I 4.868 2.068 -0.084
C 2.608 0.928 1.519
O 2.064 0.646 0.372
C 1.938 0.557 2.732
N 0.794 -0.169 2.594
C 0.106 -0.507 3.664
C 0.518 -0.163 4.959
C 1.685 0.532 5.125
C 2.440 0.911 3.994
H 5.303 2.436 2.971
H -0.792 -1.088 3.493
H -0.082 -0.465 5.806
H 2.037 0.794 6.114
C -0.643 4.990 -0.381
C -1.322 4.265 0.788
C -0.889 2.866 0.874
N -0.534 1.778 0.922
H -0.950 6.033 -0.378
H -0.940 4.542 -1.328
H 0.442 4.948 -0.294
H -2.406 4.256 0.665
H -1.105 4.741 1.744
O -2.247 2.106 -2.481
S -2.394 0.681 -2.380
O -1.676 -0.137 -3.326
N -2.012 0.180 -0.854
C -3.101 -0.194 -0.141
S -3.018 -0.599 1.453
C -4.339 -0.176 -0.973
C -5.623 -0.522 -0.595
C -6.630 -0.418 -1.546
C -6.360 0.028 -2.839
C -5.072 0.386 -3.220
C -4.086 0.259 -2.261
H -5.821 -0.861 0.413
H -7.644 -0.688 -1.278
H -7.166 0.099 -3.559
H -4.855 0.740 -4.219

43
Properties=species:S:1:pos:R:3 method="wB97M-V/def2-TZVPD" gap_ev=9.78 lumo_energy_ev=0.70 total_energy_ev=-23458.967
C 2.711 1.521 -0.022
C 1.210 1.748 0.097
C 3.364 0.155 0.472
C 3.163 -1.033 -0.541
C 4.573 -1.792 -0.635
C 1.936 -2.167 -0.134
C -0.878 0.824 0.896
C -1.160 -0.233 1.925
C -2.043 0.870 -0.138
C -2.490 -0.545 -0.795
C -3.981 -0.929 -0.735
C -5.090 0.126 -1.057
H 2.892 3.438 0.501
H 4.120 2.793 -0.694
H 2.590 1.319 -1.230
H 4.421 0.468 0.587
H 3.046 0.086 1.687
H 2.869 -0.639 -1.528
H 4.659 -2.587 -1.413
H 5.531 -1.194 -0.843
H 4.845 -2.426 0.193
H 2.347 -3.165 -0.166
H 1.164 -2.242 -0.986
H 1.574 -1.863 0.858
H 1.216 -0.079 0.110
H -0.831 1.879 1.249
H -2.899 1.211 0.513
H -1.752 1.562 -0.901
H -1.905 -1.335 -0.304
H -2.143 -0.551 -1.922
H -4.196 -1.646 -1.505
H -4.308 -1.439 0.200
H -6.116 -0.242 -1.324
H -4.765 0.858 -1.860
H -6.009 0.744 0.696
H -5.072 1.959 -0.180
H -0.211 -1.333 3.157
N 3.593 2.673 0.305
N 0.564 0.676 0.534
N -5.125 0.967 0.173
O 0.793 2.885 -0.058
O -2.239 -0.609 2.382
O 0.033 -0.710 2.436

64
Properties=species:S:1:pos:R:3 method="wB97M-V/def2-TZVPD" gap_ev=7.25 lumo_energy_ev=-0.01 total_energy_ev=-52064.995
C 2.685 -1.605 1.339
C 2.322 -0.163 1.385
N 3.238 0.741 1.858
C 4.559 0.422 2.392
C 2.704 2.032 1.840
C 1.352 1.925 1.404
C 0.545 3.066 1.381
C 1.107 4.283 1.782
C 2.408 4.329 2.338
C 3.243 3.204 2.355
C 1.100 0.514 1.149
C -0.204 -0.073 0.972
C -1.265 0.653 1.857
C -1.100 0.749 3.263
C -1.878 1.615 4.060
C -2.860 2.437 3.443
C -3.121 2.289 2.083
C -2.322 1.412 1.312
H 2.182 -2.126 0.510
H 3.802 -1.737 1.244
H 2.312 -2.082 2.284
H 5.156 1.340 2.402
H 4.490 0.048 3.425
H 5.032 -0.333 1.743
H -0.508 2.947 1.121
H 0.494 5.185 1.719
H 2.798 5.289 2.673
H 4.277 3.172 2.710
H -0.256 -1.178 1.045
H -0.313 0.157 3.741
H -1.670 1.698 5.135
H -3.480 3.141 4.014
H -3.944 2.793 1.521
H -2.532 1.420 0.247
C -4.052 -2.578 0.588
C -3.727 -1.102 0.460
O -2.327 -1.173 0.069
C -1.914 -0.352 -0.910
C -0.410 -0.493 -0.957
O 0.267 0.437 -1.669
C -0.399 1.372 -2.657
S -0.145 -2.433 -1.663
C 0.350 -2.526 -3.448
C -0.643 -2.277 -4.388
C -0.365 -2.441 -5.748
C 0.899 -2.906 -6.136
C 1.877 -3.219 -5.177
C 1.607 -3.001 -3.824
O 1.071 -2.870 -0.896
O -1.356 -3.250 -1.720
O -2.675 0.362 -1.591
H -5.027 -2.677 1.063
H -4.108 -3.021 -0.420
H -3.241 -3.088 1.140
H -4.276 -0.588 -0.325
H -3.818 -0.529 1.417
H 0.470 1.844 -3.141
H -0.999 0.804 -3.378
H -0.967 2.193 -2.209
H -1.616 -1.932 -4.046
H -1.150 -2.240 -6.474
H 1.114 -3.054 -7.187
H 2.847 -3.632 -5.461
H 2.362 -3.189 -3.059